The following is a quantum chemistry calculation of a molecular structure, C31H36EuN4S, from the Open Molecules 2025 dataset.

```
73
Properties=species:S:1:pos:R:3:forces:R:3
Eu -0.712 0.197 0.866 0.29 0.44 1.19
N -1.267 -2.054 2.726 -0.44 0.86 -0.15
N -0.183 -2.027 -0.663 -0.28 0.17 -2.53
C 1.363 1.883 0.246 -0.22 -0.33 1.31
C 2.204 0.773 0.563 -0.87 0.23 0.28
C 1.993 0.407 1.917 -0.56 0.78 -0.71
C 2.602 -0.767 2.605 0.45 -0.35 0.59
H 3.112 -1.484 1.935 -0.06 0.57 0.10
H 1.876 -1.371 3.162 0.12 0.39 -0.41
H 3.310 -0.426 3.376 0.18 -0.17 -0.20
C 1.070 1.340 2.479 0.13 0.86 -1.70
C 0.433 1.267 3.785 0.77 0.97 0.36
H 0.861 1.831 4.597 0.13 1.11 0.32
H 0.554 0.270 4.147 0.13 0.07 0.21
H -0.724 1.471 3.670 2.25 0.41 0.16
C 0.647 2.252 1.433 1.32 -1.43 0.02
C -0.494 3.204 1.519 -0.19 1.14 0.23
H -1.339 2.924 2.188 0.58 -0.13 -0.28
H -0.967 3.451 0.546 0.38 -0.21 0.32
H -0.084 4.142 1.923 -0.46 0.19 -0.05
C 3.134 0.084 -0.374 0.66 -0.32 -0.37
H 4.146 0.014 0.061 -0.18 0.04 -0.12
H 3.236 0.623 -1.327 -0.02 -0.05 0.32
H 2.864 -0.956 -0.649 -0.16 0.33 0.26
C 1.264 2.595 -1.047 0.18 0.52 -0.62
H 0.238 2.761 -1.408 0.09 -0.07 0.18
H 1.775 2.066 -1.857 -0.01 0.02 0.13
H 1.735 3.586 -0.957 -0.11 -0.04 -0.21
C -2.167 -2.432 3.692 -1.73 -1.30 1.01
H -2.411 -1.776 4.562 0.31 -1.04 -1.70
C -2.760 -3.637 3.598 0.41 0.72 -0.48
H -3.454 -3.892 4.371 -0.34 -0.51 0.09
C -2.442 -4.405 2.479 -1.24 -2.25 -0.43
H -2.920 -5.363 2.352 -0.14 -0.26 0.06
C -1.550 -4.015 1.500 1.46 2.00 -0.35
H -1.222 -4.554 0.614 -0.54 -0.55 0.41
C -0.875 -2.793 1.600 -0.95 -2.29 -0.48
C 0.111 -2.293 0.680 1.07 0.59 1.61
H 1.170 -2.281 0.986 -0.62 0.15 -0.37
C -0.113 -0.730 -1.179 -0.42 -2.48 -1.24
C -0.496 -2.957 -1.704 0.56 0.70 1.37
H -0.555 -4.010 -1.463 0.00 0.24 -0.28
C -0.607 -2.249 -2.835 -0.29 0.83 -0.63
H -0.793 -2.552 -3.866 -0.01 0.18 0.49
N -0.426 -0.889 -2.479 0.34 -0.69 -0.83
C -0.383 0.224 -3.385 0.67 1.13 0.43
C 0.861 0.607 -3.930 -0.71 -0.28 -0.48
C 0.914 1.738 -4.762 -0.34 -0.27 0.23
H 1.857 1.981 -5.259 -0.27 0.02 0.21
C -0.219 2.528 -4.978 0.07 -0.34 0.26
C -0.164 3.713 -5.897 0.02 0.26 -0.14
H -0.200 4.658 -5.339 0.02 -0.19 -0.07
H -1.014 3.712 -6.587 0.13 0.01 0.07
H 0.759 3.705 -6.484 -0.13 0.04 0.05
C -1.408 2.209 -4.312 0.19 -0.38 0.22
H -2.301 2.825 -4.466 0.33 -0.14 0.14
C -1.489 1.092 -3.466 0.04 -0.42 -0.62
C -2.762 0.769 -2.732 -0.41 0.14 -0.07
H -3.206 -0.184 -3.063 0.27 0.19 0.19
H -3.503 1.550 -2.933 0.09 -0.11 0.09
H -2.635 0.725 -1.635 0.05 -0.06 -0.36
C 2.089 -0.227 -3.700 0.39 -0.17 -0.07
H 2.234 -0.963 -4.504 -0.11 0.14 0.11
H 2.060 -0.779 -2.754 -0.09 0.22 -0.26
H 2.984 0.409 -3.689 -0.20 -0.11 0.00
S -1.786 0.033 5.123 0.55 0.10 2.47
C -0.418 -1.221 5.545 0.48 -0.96 -0.51
C 0.308 -1.794 4.549 -2.32 2.24 1.04
N -0.504 -1.027 3.120 0.23 0.96 -0.11
C -1.567 0.222 3.415 1.20 -4.01 1.06
H -0.352 -1.560 6.614 -0.34 0.73 -1.03
H 1.014 -2.693 4.536 -1.21 1.58 -0.15
H -2.310 0.521 2.605 -0.58 -0.33 0.44
```
Positions in Å, forces in eV/Å.

Computed properties:
**Multiplicity**: 7
**Total charge**: -1
**<S²>**: 12.06
**HOMO energy (spin up / spin down)**: -0.0160 / -0.0730 Eh
**HOMO-LUMO gap (spin up / spin down)**: 2.816 / 4.510 eV

---

The following is a quantum chemistry calculation of 9 unconnected molecules or ions with the total composition C31H36F16O23, from the Open Molecules 2025 dataset.

```
106
Properties=species:S:1:pos:R:3:forces:R:3
F -3.693 5.661 -1.101 -0.12 0.26 -0.89
C -3.000 5.741 0.037 0.30 -1.53 0.35
F -3.925 5.528 1.013 0.66 0.47 0.24
C -1.931 4.590 0.102 0.43 -0.31 0.49
F -2.414 3.431 0.603 -0.50 -0.01 0.08
F -1.021 5.043 1.009 0.16 0.10 0.22
C -1.211 4.260 -1.191 -0.82 -0.72 0.77
O -1.012 5.515 -1.722 1.64 1.58 -1.05
C -0.288 5.571 -2.862 1.24 2.21 0.14
F 1.018 5.109 -2.753 -1.33 0.31 0.29
F -0.853 4.837 -3.817 -0.16 -0.14 -0.55
C -0.252 7.133 -3.275 -0.50 -1.64 -2.16
F 0.206 7.917 -2.293 -0.15 -0.40 -0.47
F 0.547 7.225 -4.418 -0.08 0.03 1.38
H -2.437 6.677 0.137 -0.64 0.07 0.08
H -1.900 3.745 -1.841 -0.20 -0.71 -0.11
H -0.278 3.695 -1.017 -0.38 0.25 0.09
H -1.250 7.415 -3.698 0.54 0.05 1.15
F -1.744 -1.940 3.753 -0.28 0.48 -0.24
C -2.644 -1.703 2.761 -0.02 -1.36 -1.03
F -3.754 -2.530 3.062 1.47 1.65 -0.81
C -3.033 -0.212 2.722 -1.51 0.28 0.18
F -1.892 0.528 2.486 -0.65 -0.62 0.63
F -3.571 0.073 3.941 0.60 0.49 0.07
C -4.101 0.265 1.690 0.81 -0.29 0.75
O -3.559 -0.199 0.453 0.81 1.28 0.01
C -4.190 0.279 -0.632 -2.04 -0.27 0.74
F -5.490 -0.172 -0.541 -0.06 -0.04 -0.64
F -4.316 1.613 -0.698 0.52 0.25 0.17
C -3.526 -0.291 -1.834 -0.64 -1.91 -1.42
F -4.243 -0.026 -2.977 0.39 0.15 0.77
F -2.324 0.291 -1.940 0.49 -0.11 -0.26
H -2.161 -1.972 1.773 -0.80 -0.20 1.00
H -4.209 1.387 1.823 0.33 -1.26 -0.52
H -5.068 -0.227 1.786 0.08 0.06 0.62
H -3.487 -1.419 -1.720 0.47 1.35 -0.16
O -0.389 -5.250 -0.002 1.11 0.29 1.92
C 0.261 -4.804 0.944 -1.94 0.79 -2.23
O 1.565 -4.844 0.993 1.21 -0.20 0.62
C 2.035 -4.281 2.237 0.67 -1.47 1.38
C 0.739 -3.697 2.907 0.91 -2.54 -0.46
O -0.259 -4.034 1.914 -0.22 -0.57 0.56
H 2.445 -5.175 2.872 -0.59 1.72 -1.19
H 2.866 -3.582 2.032 -0.68 -0.23 0.06
H 0.792 -2.655 3.031 -0.17 1.06 0.33
H 0.554 -4.273 3.855 -0.17 0.84 -0.89
O -2.161 -2.941 -0.683 -0.29 -0.80 0.27
C -2.568 -4.073 -0.557 -0.32 0.86 1.41
O -2.730 -4.914 -1.547 0.44 0.32 -1.47
C -3.223 -6.153 -1.123 -0.87 -1.06 -0.70
C -3.490 -5.957 0.354 -0.83 0.44 0.58
O -3.044 -4.602 0.608 0.30 0.00 -0.68
H -4.166 -6.366 -1.732 1.35 0.08 0.90
H -2.466 -6.912 -1.274 0.09 -0.15 -0.37
H -3.008 -6.677 1.057 -0.32 0.72 -0.69
H -4.583 -5.945 0.443 0.25 -0.17 0.74
O 4.816 -1.931 -1.549 -0.13 -0.60 -0.29
C 4.792 -1.350 -0.516 0.06 0.75 -0.34
O 5.648 -1.543 0.504 -0.64 0.28 -0.30
C 5.469 -0.490 1.453 0.47 0.42 1.57
C 4.208 0.262 0.985 0.12 -0.50 0.94
O 3.911 -0.324 -0.288 0.71 -0.21 0.27
H 5.364 -0.916 2.490 0.03 0.40 -1.21
H 6.364 0.168 1.460 -0.47 -0.50 -0.17
H 4.358 1.338 0.954 -0.04 -0.01 -0.45
H 3.391 0.058 1.669 -0.10 0.07 -0.05
O 4.556 0.332 4.301 0.14 -0.18 0.37
C 3.483 0.833 4.481 0.44 -0.43 -0.88
O 2.962 1.699 3.647 -0.68 1.97 -1.33
C 1.688 2.246 4.102 0.77 -0.81 -0.55
C 1.442 1.346 5.331 -0.40 -0.38 -1.79
O 2.641 0.548 5.442 -1.09 0.22 1.90
H 1.843 3.294 4.341 0.11 0.02 0.19
H 0.959 2.201 3.269 0.42 -0.35 0.61
H 0.611 0.667 5.170 -0.02 -0.13 0.00
H 1.220 1.979 6.145 0.33 0.22 1.46
O 0.194 0.190 -4.199 -0.35 2.94 0.04
C 0.343 -0.955 -4.099 -0.20 -3.55 -1.16
O 1.261 -1.595 -3.373 -0.28 -0.83 0.33
C 1.013 -3.025 -3.459 -0.43 -0.21 1.87
C -0.046 -3.242 -4.527 -0.61 0.82 0.06
O -0.375 -1.859 -4.840 -0.56 -0.25 0.19
H 1.938 -3.485 -3.650 1.21 -0.50 -0.63
H 0.725 -3.425 -2.467 -0.19 0.56 -0.33
H -0.989 -3.827 -4.223 1.56 1.05 -0.32
H 0.421 -3.663 -5.415 -0.33 -0.18 -0.10
O 1.392 -0.520 2.876 0.57 -0.36 1.92
C 0.931 -0.416 1.806 -0.99 -0.99 -3.30
O 0.659 0.717 1.167 -0.52 0.55 0.52
C -0.102 0.433 -0.004 0.91 -0.45 -2.24
C 0.430 -0.987 -0.358 -1.44 0.53 -0.01
O 0.636 -1.499 0.959 0.80 0.70 1.14
H -1.198 0.465 0.106 0.64 -0.11 0.64
H 0.176 1.153 -0.792 -0.13 -0.19 0.60
H 1.300 -1.099 -0.999 0.56 0.60 0.47
H -0.321 -1.573 -0.869 -0.48 -0.22 0.28
O 3.129 4.172 -0.415 0.26 1.52 0.75
C 3.060 3.342 -1.242 -1.37 -1.60 1.04
O 1.961 2.495 -1.292 1.38 0.47 -1.55
C 2.181 1.585 -2.398 1.04 0.77 -0.61
C 3.661 1.891 -2.941 -1.61 0.55 1.42
O 4.017 2.989 -2.067 0.97 -0.39 -0.85
H 2.201 0.630 -1.953 -0.15 -1.27 0.13
H 1.385 1.678 -3.128 0.14 0.09 -0.01
H 3.810 2.274 -3.932 -0.59 0.03 -0.63
H 4.319 1.039 -2.813 0.12 -0.01 0.41
```
Positions in Å, forces in eV/Å.

Computed properties:
**HOMO energy**: -0.3985 Eh
**SMILES**: FC(F)C(F)(F)COC(F)(F)C(F)F.FC(F)C(F)(F)COC(F)(F)C(F)F.O=C1OCCO1.O=C1OCCO1.O=C1OCCO1.O=C1OCCO1.O=C1OCCO1.O=C1OCCO1.O=C1OCCO1
**HOMO-LUMO gap**: 11.219 eV

---

The following is a quantum chemistry calculation of a molecular structure, C31H36F9NO31S, from the Open Molecules 2025 dataset.

```
109
Properties=species:S:1:pos:R:3:forces:R:3
N 3.017 -4.935 -0.239 -0.04 0.12 -0.16
C 2.466 -5.521 -1.459 0.70 0.01 0.09
C 1.478 -4.618 -2.136 -0.52 -0.82 0.08
C 0.159 -4.474 -1.431 0.08 -0.06 -0.94
C -0.763 -3.563 -2.282 -0.22 0.11 1.12
O -2.069 -4.191 -2.319 -0.13 -0.25 0.18
S -2.070 -5.124 -1.041 0.27 1.48 -0.59
O -2.102 -4.249 0.067 0.81 0.72 1.49
O -3.055 -6.099 -1.039 -1.23 -2.22 -1.01
O -0.623 -5.705 -1.334 0.12 -0.23 0.69
H 2.394 -4.244 0.149 -0.05 -0.03 0.26
H 3.229 -5.629 0.459 -0.03 0.01 0.12
H 3.288 -5.674 -2.149 0.24 -0.09 -0.23
H 2.026 -6.502 -1.305 -0.28 -0.22 0.17
H 1.859 -3.618 -2.273 0.29 0.40 0.03
H 1.273 -5.001 -3.125 -0.02 -0.12 -0.46
H 0.296 -4.163 -0.408 -0.11 0.52 0.22
H -0.799 -2.613 -1.769 -0.38 0.46 -0.23
H -0.450 -3.454 -3.289 0.22 -0.03 -0.61
C 3.366 0.128 -4.826 0.30 -0.05 -0.19
C 2.970 0.570 -3.437 -0.26 0.11 -0.06
O 1.690 -0.013 -3.285 0.47 -0.10 0.22
C 1.668 -1.128 -4.058 -0.18 0.08 -0.01
O 0.854 -1.983 -3.948 0.16 -0.05 -0.27
O 2.694 -1.134 -4.928 -0.07 0.22 0.01
F 2.843 1.919 -3.327 0.17 -0.14 -0.10
H 2.988 0.805 -5.594 -0.10 0.09 0.12
H 4.439 0.008 -4.949 -0.04 -0.29 0.01
H 3.628 0.210 -2.646 0.04 0.14 0.05
C 1.018 3.871 -1.902 0.08 0.00 -0.30
C 0.500 3.007 -0.778 0.14 0.13 0.19
O -0.502 3.832 -0.198 -0.10 -0.23 -0.34
C -0.976 4.643 -1.189 0.08 0.00 -0.15
O -1.988 5.258 -1.121 -0.15 0.04 0.09
O -0.153 4.628 -2.255 0.06 -0.08 0.26
F 1.455 2.749 0.151 -0.06 0.04 0.05
H 1.800 4.550 -1.567 -0.02 -0.05 0.19
H 1.378 3.289 -2.740 -0.32 0.13 -0.14
H 0.051 2.067 -1.099 0.06 -0.06 0.06
C -3.255 3.976 1.584 0.29 0.05 -0.05
C -3.711 4.204 3.004 -0.17 0.22 -0.06
O -4.959 3.517 3.042 0.35 -0.25 -0.03
C -4.882 2.512 2.129 -0.04 0.01 0.09
O -5.623 1.585 2.080 -0.11 -0.11 0.02
O -3.835 2.693 1.299 -0.02 0.12 0.04
F -3.916 5.519 3.265 -0.10 -0.07 0.02
H -3.656 4.718 0.893 -0.06 0.09 0.11
H -2.177 3.946 1.480 -0.01 -0.24 -0.04
H -3.050 3.784 3.762 -0.01 0.07 0.06
C 6.079 -5.388 -6.605 0.01 0.03 -0.27
C 5.247 -5.988 -5.495 0.25 -0.02 0.20
O 5.250 -4.956 -4.523 -0.26 0.04 -0.28
C 5.392 -3.774 -5.188 0.08 -0.06 -0.02
O 5.179 -2.710 -4.719 0.08 0.22 0.14
O 5.798 -3.991 -6.463 -0.03 -0.19 0.11
F 5.821 -7.096 -4.971 -0.02 0.03 0.04
H 7.143 -5.564 -6.450 -0.02 -0.08 0.14
H 5.796 -5.743 -7.592 -0.09 0.19 -0.04
H 4.217 -6.219 -5.773 0.00 -0.11 0.04
C 1.729 8.054 1.366 -0.06 0.32 0.06
C 1.315 6.611 1.231 -0.12 0.05 -0.24
O 2.233 6.118 0.268 0.13 -0.01 0.32
C 3.374 6.864 0.381 -0.02 0.15 0.00
O 4.419 6.564 -0.086 0.09 -0.06 -0.12
O 3.139 7.981 1.105 -0.19 -0.16 -0.01
F 0.054 6.482 0.746 0.05 0.05 -0.03
H 1.253 8.686 0.614 -0.05 -0.18 -0.13
H 1.536 8.456 2.350 0.25 0.01 0.10
H 1.406 6.027 2.147 -0.10 -0.06 0.00
C 3.635 5.608 6.348 0.10 0.07 0.24
C 4.051 5.209 4.951 -0.25 -0.19 -0.04
O 3.151 5.957 4.146 0.27 0.19 0.09
C 2.813 7.076 4.849 -0.04 -0.05 0.08
O 2.290 8.027 4.376 -0.13 0.04 0.07
O 3.164 6.948 6.147 0.08 -0.18 -0.12
F 3.864 3.890 4.721 -0.04 0.03 -0.04
H 2.818 4.987 6.717 -0.01 -0.08 -0.13
H 4.453 5.587 7.062 0.00 0.22 0.00
H 5.075 5.476 4.687 0.03 -0.09 -0.05
C -3.754 -1.557 3.917 -0.10 -0.15 -0.20
C -4.381 -0.699 4.992 0.13 -0.13 0.20
O -3.387 0.297 5.202 -0.24 0.03 -0.30
C -2.709 0.435 4.032 0.05 -0.06 -0.03
O -1.998 1.350 3.774 0.06 0.18 -0.02
O -2.963 -0.598 3.202 -0.04 0.01 0.17
F -4.572 -1.385 6.143 0.05 0.06 0.02
H -3.103 -2.322 4.341 -0.04 0.04 0.13
H -4.481 -2.027 3.263 0.06 0.14 -0.16
H -5.315 -0.218 4.700 -0.05 -0.01 0.08
C -3.423 -6.676 2.360 0.20 -0.06 -0.19
C -3.750 -6.247 3.770 -0.31 0.07 -0.15
O -5.034 -6.807 3.970 0.31 -0.19 0.07
C -5.116 -7.922 3.179 -0.02 0.00 -0.16
O -5.938 -8.763 3.289 -0.14 -0.04 0.02
O -4.116 -7.927 2.265 0.04 0.20 0.20
F -3.832 -4.895 3.889 -0.03 0.03 0.04
H -3.816 -5.982 1.617 -0.04 0.10 0.09
H -2.357 -6.806 2.192 -0.03 -0.22 -0.04
H -3.069 -6.627 4.532 0.03 0.14 0.06
C -3.796 2.064 -1.959 -0.03 0.35 0.22
C -4.211 0.616 -2.054 -0.11 0.05 -0.25
O -3.289 0.099 -3.004 0.14 0.01 0.32
C -2.155 0.843 -2.918 -0.22 -0.03 -0.04
O -1.108 0.527 -3.369 0.19 0.10 -0.11
O -2.386 1.984 -2.225 -0.10 -0.10 0.03
F -5.468 0.479 -2.532 0.04 -0.04 -0.05
H -4.273 2.675 -2.726 -0.06 -0.14 -0.10
H -3.984 2.499 -0.983 0.24 -0.06 0.01
H -4.120 0.056 -1.122 -0.11 -0.03 0.01
```
Positions in Å, forces in eV/Å.

Computed properties:
**HOMO energy**: -0.3520 Eh
**HOMO-LUMO gap**: 9.844 eV

---

The calculation returns the following maximum force values, one per record and in order: 4.32 3.74 2.73 eV Å⁻¹.